DFT (ωB97M-V/def2-TZVPD) results for 8 unconnected molecules or ions with the total composition C32H52N4O12 at a distorted geometry.

Last column: Mulliken charge in e.
Positions of all 100 atoms, in Å:
C1 -1.498 -0.521 -5.033  -1.834
C2 -1.894 -0.800 -3.589  1.177
C3 -3.130 -1.649 -3.350  -0.634
O1 -2.825 -2.095 -2.049  -0.330
C4 -1.490 -2.172 -1.917  0.409
O2 -0.896 -2.599 -0.898  -0.328
O3 -0.895 -1.495 -2.896  -0.283
H1 -0.528 -0.087 -4.949  0.483
H2 -1.998 0.246 -5.562  0.375
H3 -1.334 -1.357 -5.700  0.419
H4 -1.987 0.277 -3.131  -0.293
H5 -3.126 -2.411 -3.972  0.435
H6 -4.055 -1.081 -3.488  0.342
C5 -0.394 4.384 -1.068  -1.130
C6 -1.114 5.725 -0.555  0.115
C7 -0.491 7.013 -1.088  -0.573
O4 -1.497 7.785 -1.607  -0.329
C8 -2.688 7.115 -1.413  0.604
O5 -3.786 7.545 -1.705  -0.564
O6 -2.485 5.825 -0.978  -0.343
H7 -1.014 3.620 -0.538  0.230
H8 0.581 4.408 -0.649  0.407
H9 -0.352 4.257 -2.165  0.360
H10 -1.027 5.758 0.495  0.366
H11 0.095 6.815 -1.936  0.398
H12 0.089 7.438 -0.305  0.332
C9 1.308 -4.887 0.002  -0.981
C10 2.459 -5.837 -0.020  0.493
C11 2.633 -6.802 1.124  -0.383
O7 2.725 -8.044 0.540  -0.370
C12 2.404 -7.949 -0.740  0.572
O8 2.254 -8.909 -1.498  -0.608
O9 2.310 -6.712 -1.103  -0.372
H13 1.030 -4.625 -0.981  0.377
H14 1.718 -3.984 0.585  -0.107
H15 0.480 -5.293 0.531  0.430
H16 3.434 -5.247 -0.106  0.250
H17 1.707 -6.814 1.697  0.311
H18 3.481 -6.658 1.741  0.299
C13 1.740 -3.228 5.294  -1.559
C14 1.858 -2.852 3.823  1.468
C15 2.471 -1.436 3.715  0.437
O10 3.772 -1.766 3.319  -0.416
C16 3.896 -3.092 3.011  0.670
O11 4.883 -3.632 2.499  -0.626
O12 2.828 -3.682 3.297  -0.314
H19 2.724 -3.122 5.768  0.397
H20 1.280 -4.232 5.445  0.350
H21 0.990 -2.570 5.786  0.398
H22 0.890 -2.988 3.248  -0.531
H23 2.291 -0.697 4.501  0.389
H24 2.017 -0.892 2.943  -0.690
C17 2.542 -1.314 0.199  -0.421
C18 2.110 -0.614 -1.093  -1.189
C19 0.882 0.280 -0.911  2.403
C20 0.551 1.186 -1.977  -0.424
N1 0.283 1.908 -2.897  -0.586
H25 2.998 -0.662 0.878  0.651
H26 3.249 -2.007 -0.196  0.481
H27 1.745 -1.989 0.503  -0.440
H28 1.878 -1.193 -1.999  0.411
H29 2.983 -0.073 -1.306  0.547
H30 1.073 1.013 -0.097  -0.815
H31 0.045 -0.290 -0.577  -0.632
C21 2.294 1.969 2.084  -0.517
C22 1.527 3.163 2.468  -0.638
C23 2.308 4.463 2.094  -0.402
C24 1.535 5.686 2.160  0.063
N2 0.878 6.653 2.325  -0.528
H32 2.611 1.945 1.016  0.275
H33 1.667 1.095 2.282  -0.293
H34 3.144 1.876 2.734  0.660
H35 1.261 3.149 3.592  0.292
H36 0.584 3.199 2.054  0.470
H37 2.684 4.364 1.075  0.343
H38 3.229 4.463 2.767  0.456
C25 -1.988 -3.105 4.031  -1.240
C26 -2.034 -3.061 2.498  0.363
C27 -2.514 -1.676 2.031  -0.281
C28 -1.414 -0.706 2.095  0.292
N3 -0.544 0.061 2.109  -0.472
H39 -1.886 -4.082 4.427  0.414
H40 -2.984 -2.729 4.468  0.366
H41 -1.104 -2.507 4.429  0.143
H42 -2.747 -3.847 2.260  0.476
H43 -1.135 -3.341 1.873  -0.413
H44 -3.365 -1.377 2.690  0.501
H45 -2.654 -1.740 0.934  -0.093
C29 -4.191 3.770 -2.741  -1.029
C30 -3.374 2.888 -3.643  0.295
C31 -2.722 3.468 -4.839  -0.184
C32 -2.229 4.838 -4.571  0.179
N4 -1.803 5.961 -4.405  -0.507
H46 -3.628 4.706 -2.624  -0.091
H47 -4.444 3.314 -1.767  0.345
H48 -5.147 3.995 -3.166  0.410
H49 -3.949 2.060 -3.960  0.501
H50 -2.539 2.612 -2.972  -0.324
H51 -3.530 3.497 -5.628  0.362
H52 -1.979 2.738 -5.090  0.126

## Properties
structure (SMILES)	C[C@H]1COC(=O)O1.C[C@H]1COC(=O)O1.C[C@H]1COC(=O)O1.C[C@H]1COC(=O)O1.CCCC#N.CCCC#N.CCCC#N.CCCC#N
HOMO energy	-0.382	hartree
E	-2372.3179	hartree
ΔE to the lowest compared entry with this formula, charge and spin	0.000	eV
gap between HOMO and LUMO	10.4	eV